{"formula": "C75H208N26O24", "method": "wB97M-V/def2-TZVPD", "fmax_ha_per_bohr": 0.1910, "homo_ev": -8.4, "lumo_ev": -0.096, "orbital_gap_ev": 8.353, "spin_multiplicity": 1, "e_tot_ev": -169017.6156, "species": ["C", "O", "N", "N", "H", "H", "H", "H", "C", "O", "N", "N", "H", "H", "H", "H", "C", "O", "N", "N", "H", "H", "H", "H", "C", "O", "N", "N", "H", "H", "H", "H", "C", "O", "N", "N", "H", "H", "H", "H", "C", "O", "C", "C", "N", "C", "C", "O", "C", "H", "H", "H", "H", "H", "H", "H", "H", "H", "H", "H", "H", "H", "H", "H", "C", "O", "C", "C", "N", "C", "C", "O", "C", "H", "H", "H", "H", "H", "H", "H", "H", "H", "H", "H", "H", "H", "H", "H", "C", "O", "C", "C", "N", "C", "C", "O", "C", "H", "H", "H", "H", "H", "H", "H", "H", "H", "H", "H", "H", "H", "H", "H", "C", "C", "C", "O", "C", "N", "H", "H", "H", "H", "H", "H", "H", "H", "H", "H", "H", "C", "C", "C", "O", "C", "N", "H", "H", "H", "H", "H", "H", "H", "H", "H", "H", "H", "C", "C", "C", "O", "C", "N", "H", "H", "H", "H", "H", "H", "H", "H", "H", "H", "H", "C", "C", "C", "O", "C", "N", "H", "H", "H", "H", "H", "H", "H", "H", "H", "H", "H", "C", "C", "C", "O", "C", "N", "H", "H", "H", "H", "H", "H", "H", "H", "H", "H", "H", "C", "C", "C", "O", "C", "N", "H", "H", "H", "H", "H", "H", "H", "H", "H", "H", "H", "C", "C", "C", "O", "C", "N", "H", "H", "H", "H", "H", "H", "H", "H", "H", "H", "H", "C", "C", "C", "O", "C", "N", "H", "H", "H", "H", "H", "H", "H", "H", "H", "H", "H", "C", "C", "C", "O", "C", "N", "H", "H", "H", "H", "H", "H", "H", "H", "H", "H", "H", "C", "C", "C", "O", "C", "N", "H", "H", "H", "H", "H", "H", "H", "H", "H", "H", "H", "C", "C", "C", "O", "C", "N", "H", "H", "H", "H", "H", "H", "H", "H", "H", "H", "H", "C", "C", "C", "O", "C", "N", "H", "H", "H", "H", "H", "H", "H", "H", "H", "H", "H", "C", "C", "C", "O", "C", "N", "H", "H", "H", "H", "H", "H", "H", "H", "H", "H", "H"], "xyz": [[2.785, 5.185, -5.233], [3.049, 3.977, -5.033], [3.210, 6.150, -4.523], [1.841, 5.542, -6.078], [2.580, 6.938, -4.468], [3.481, 5.799, -3.615], [1.261, 4.859, -6.544], [1.640, 6.519, -6.240], [4.579, 4.326, -1.707], [3.772, 5.242, -1.766], [5.507, 4.126, -0.800], [4.649, 3.479, -2.677], [6.122, 3.327, -0.856], [5.548, 4.756, -0.012], [5.398, 2.822, -2.512], [4.257, 3.669, -3.588], [2.170, 8.438, -1.291], [2.093, 8.391, -0.093], [1.261, 8.744, -2.073], [3.217, 8.085, -1.999], [0.326, 8.995, -1.786], [1.427, 8.532, -3.046], [3.283, 8.338, -2.975], [3.745, 7.376, -1.511], [7.385, -2.639, 2.093], [8.378, -3.029, 1.480], [7.231, -2.855, 3.372], [6.373, -2.004, 1.622], [6.434, -2.439, 3.833], [7.900, -3.437, 3.855], [6.360, -1.523, 0.734], [5.558, -2.073, 2.215], [4.439, -0.689, 4.174], [4.524, -1.825, 3.869], [3.807, 0.117, 3.407], [4.700, -0.130, 5.292], [3.541, 1.036, 3.731], [3.479, -0.231, 2.518], [4.409, 0.819, 5.479], [4.895, -0.844, 5.979], [-2.208, -5.655, 0.772], [-0.806, -5.503, 0.783], [-0.199, -5.843, -0.386], [1.229, -5.331, -0.307], [1.910, -5.798, -1.519], [3.216, -5.149, -1.635], [3.928, -5.469, -2.978], [3.298, -4.884, -4.080], [3.857, -5.426, -5.328], [-2.574, -5.097, 1.634], [-2.609, -6.664, 0.867], [-2.702, -5.229, -0.100], [-0.665, -5.314, -1.218], [-0.350, -6.895, -0.626], [1.687, -5.858, 0.530], [1.183, -4.252, -0.157], [1.383, -5.599, -2.357], [3.848, -5.482, -0.812], [3.161, -4.061, -1.603], [4.102, -6.543, -3.042], [4.943, -5.073, -2.933], [3.787, -6.505, -5.463], [4.905, -5.150, -5.447], [3.205, -5.058, -6.121], [-2.673, -1.932, 1.682], [-1.496, -1.182, 1.621], [-0.391, -1.926, 2.177], [0.842, -0.995, 1.963], [1.066, -0.636, 0.559], [2.262, 0.223, 0.417], [2.407, 0.772, -1.009], [1.280, 1.585, -1.405], [1.280, 2.121, -2.745], [-2.926, -2.246, 2.695], [-2.499, -2.780, 1.020], [-3.495, -1.380, 1.226], [-0.286, -2.869, 1.640], [-0.639, -2.067, 3.229], [1.756, -1.381, 2.415], [0.650, -0.058, 2.487], [0.283, -0.141, 0.156], [3.201, -0.189, 0.789], [2.239, 1.096, 1.068], [2.751, -0.018, -1.676], [3.235, 1.477, -1.073], [2.082, 2.850, -2.633], [0.335, 2.646, -2.885], [1.479, 1.348, -3.487], [1.504, 1.331, -9.578], [0.596, 1.363, -8.499], [1.207, 2.014, -7.366], [0.078, 2.481, -6.408], [-0.809, 3.453, -7.143], [-2.137, 3.567, -6.613], [-3.108, 4.549, -7.429], [-3.394, 3.912, -8.672], [-4.270, 4.800, -9.459], [1.156, 0.639, -10.344], [2.545, 1.200, -9.282], [1.512, 2.306, -10.066], [1.774, 2.913, -7.609], [1.901, 1.246, -7.025], [0.486, 2.865, -5.474], [-0.523, 1.585, -6.256], [-0.721, 3.003, -8.043], [-2.168, 3.847, -5.561], [-2.516, 2.546, -6.567], [-2.605, 5.512, -7.524], [-4.066, 4.615, -6.915], [-3.903, 5.824, -9.383], [-5.329, 4.646, -9.253], [-3.954, 4.532, -10.468], [-6.451, -3.241, -2.047], [-6.363, -1.903, -2.834], [-6.182, -0.769, -1.821], [-7.196, -0.830, -0.804], [-7.182, 0.159, 0.119], [-5.185, -2.075, -3.779], [-6.812, -4.085, -2.634], [-7.064, -3.125, -1.154], [-5.469, -3.473, -1.635], [-7.351, -1.766, -3.274], [-6.123, 0.187, -2.340], [-5.213, -0.814, -1.323], [-7.418, 1.135, -0.306], [-6.182, 0.140, 0.551], [-7.889, -0.073, 0.916], [-4.742, -1.209, -4.050], [-4.410, -2.588, -3.383], [-6.002, -4.717, 1.270], [-6.072, -3.919, 2.571], [-4.996, -4.233, 3.617], [-5.414, -5.389, 4.393], [-4.667, -5.529, 5.641], [-5.952, -2.553, 2.117], [-5.055, -4.519, 0.769], [-6.782, -4.394, 0.579], [-6.207, -5.785, 1.347], [-7.045, -4.054, 3.044], [-5.057, -3.426, 4.346], [-3.987, -4.183, 3.207], [-5.045, -4.731, 6.280], [-3.599, -5.619, 5.444], [-5.086, -6.410, 6.127], [-6.195, -1.935, 2.878], [-6.731, -2.374, 1.500], [2.041, -3.944, 9.374], [2.883, -2.698, 8.839], [2.052, -1.826, 7.847], [1.906, -2.436, 6.608], [1.345, -1.549, 5.657], [3.420, -1.978, 9.955], [2.690, -4.488, 10.060], [1.696, -4.578, 8.557], [1.186, -3.732, 10.016], [3.638, -3.183, 8.220], [2.633, -0.924, 7.655], [1.095, -1.558, 8.295], [1.936, -0.667, 5.406], [0.404, -1.154, 6.038], [1.045, -2.179, 4.820], [2.762, -1.973, 10.721], [4.160, -2.559, 10.323], [0.329, -2.184, -3.925], [-0.104, -3.539, -3.500], [-1.661, -3.779, -3.524], [-2.447, -2.735, -2.954], [-2.087, -2.364, -1.621], [0.477, -4.613, -4.346], [1.415, -2.145, -4.001], [-0.035, -1.429, -3.227], [-0.071, -1.825, -4.873], [0.312, -3.687, -2.504], [-1.857, -4.778, -3.136], [-2.061, -3.907, -4.530], [-2.961, -1.889, -1.176], [-1.283, -1.641, -1.480], [-1.916, -3.241, -0.997], [0.316, -4.372, -5.313], [1.485, -4.673, -4.380], [6.700, 1.538, -5.504], [5.379, 1.163, -6.195], [4.491, 0.187, -5.381], [5.281, -0.963, -5.060], [4.567, -2.107, -4.937], [4.616, 2.362, -6.663], [7.244, 0.610, -5.331], [6.565, 2.032, -4.541], [7.405, 2.160, -6.056], [5.761, 0.550, -7.012], [3.548, 0.000, -5.894], [4.192, 0.513, -4.385], [5.213, -2.980, -4.839], [3.931, -2.332, -5.793], [3.974, -2.059, -4.024], [4.049, 2.735, -5.915], [5.346, 3.030, -6.866], [-2.498, 2.159, 2.214], [-1.710, 3.493, 1.992], [-0.203, 3.382, 1.573], [0.197, 4.691, 1.299], [0.983, 4.846, 0.099], [-2.416, 4.190, 0.948], [-2.717, 1.612, 1.298], [-3.511, 2.173, 2.615], [-1.865, 1.578, 2.886], [-1.846, 4.043, 2.923], [-0.114, 2.730, 0.704], [0.353, 2.987, 2.423], [0.341, 4.844, -0.781], [1.735, 4.058, 0.055], [1.457, 5.805, 0.305], [-3.266, 4.646, 1.247], [-1.930, 4.950, 0.493], [-4.194, 2.613, -2.832], [-3.186, 1.556, -2.460], [-2.547, 0.861, -3.728], [-3.525, 0.180, -4.500], [-2.932, -0.414, -5.701], [-2.165, 2.239, -1.674], [-4.473, 3.190, -1.951], [-5.132, 2.117, -3.079], [-3.811, 3.199, -3.667], [-3.632, 0.777, -1.841], [-1.842, 0.104, -3.385], [-1.969, 1.517, -4.380], [-3.771, -0.932, -6.166], [-2.207, -1.205, -5.512], [-2.462, 0.377, -6.285], [-1.353, 1.723, -1.366], [-2.460, 2.787, -0.879], [1.162, 2.615, 5.465], [2.221, 3.190, 4.451], [2.383, 4.793, 4.503], [3.560, 5.147, 3.819], [3.440, 5.760, 2.531], [3.486, 2.653, 4.944], [0.192, 3.073, 5.270], [1.374, 3.059, 6.437], [1.012, 1.537, 5.525], [2.089, 2.869, 3.418], [2.433, 5.071, 5.555], [1.505, 5.365, 4.203], [4.435, 5.976, 2.143], [2.696, 6.549, 2.640], [3.126, 5.002, 1.813], [4.220, 3.283, 4.655], [3.523, 2.706, 5.952], [3.869, -5.094, 2.587], [2.902, -4.390, 3.612], [1.586, -5.202, 3.849], [0.375, -4.534, 3.886], [-0.821, -5.400, 4.096], [3.544, -4.186, 4.892], [3.357, -5.414, 1.679], [4.450, -5.915, 3.006], [4.554, -4.401, 2.099], [2.545, -3.396, 3.344], [1.654, -5.949, 4.639], [1.443, -5.805, 2.952], [-0.795, -5.752, 5.128], [-0.982, -6.258, 3.443], [-1.732, -4.838, 3.887], [2.771, -3.929, 5.490], [3.978, -3.287, 4.741], [-1.277, -4.187, 7.974], [-2.207, -3.216, 8.627], [-3.008, -2.280, 7.740], [-2.135, -1.500, 6.896], [-2.929, -0.645, 6.079], [-3.097, -4.052, 9.395], [-0.734, -4.679, 8.781], [-0.662, -3.546, 7.343], [-1.769, -4.913, 7.326], [-1.620, -2.682, 9.375], [-3.540, -1.534, 8.330], [-3.764, -2.786, 7.139], [-2.245, 0.067, 5.617], [-3.593, -0.031, 6.689], [-3.321, -1.209, 5.232], [-3.744, -3.445, 9.878], [-2.648, -4.665, 10.060], [-9.021, -2.202, 4.440], [-8.124, -1.721, 5.600], [-7.179, -0.472, 5.237], [-6.756, -0.516, 3.929], [-5.825, 0.536, 3.584], [-9.075, -1.565, 6.668], [-8.503, -2.356, 3.493], [-9.773, -1.489, 4.102], [-9.496, -3.158, 4.663], [-7.463, -2.514, 5.949], [-6.318, -0.417, 5.904], [-7.794, 0.416, 5.382], [-5.312, 0.263, 2.661], [-4.951, 0.561, 4.235], [-6.271, 1.527, 3.503], [-9.681, -0.763, 6.567], [-9.740, -2.305, 6.836], [-0.924, 6.078, -3.282], [-1.898, 6.610, -4.325], [-3.397, 6.155, -4.082], [-4.196, 6.962, -4.976], [-5.541, 6.531, -5.082], [-1.769, 8.029, -4.323], [-0.848, 4.993, -3.347], [-1.153, 6.317, -2.244], [0.115, 6.290, -3.535], [-1.519, 6.336, -5.310], [-3.668, 6.307, -3.037], [-3.495, 5.086, -4.272], [-6.161, 6.577, -4.187], [-5.573, 5.511, -5.465], [-6.066, 7.275, -5.681], [-1.435, 8.256, -3.398], [-0.844, 8.020, -4.728], [7.182, 1.456, 0.610], [7.518, 1.234, -0.919], [6.438, 0.411, -1.647], [6.077, -0.647, -0.823], [5.131, -1.483, -1.377], [7.702, 2.448, -1.614], [7.737, 2.272, 1.072], [7.313, 0.503, 1.124], [6.114, 1.622, 0.754], [8.460, 0.685, -0.910], [6.792, 0.006, -2.595], [5.529, 1.000, -1.765], [4.370, -1.056, -2.031], [4.516, -1.818, -0.542], [5.651, -2.356, -1.771], [8.630, 2.745, -1.351], [7.881, 2.123, -2.554]], "forces_ev_per_a": [[-2.271, -4.617, -1.243], [0.301, 0.882, -0.005], [2.338, 3.555, 3.223], [-1.832, 0.394, -2.394], [0.343, -0.084, 0.060], [0.530, 0.396, 0.878], [0.039, 0.023, -0.142], [-0.021, -0.360, -0.110], [-0.420, 1.522, -0.333], [-1.089, 1.868, 0.775], [0.640, 0.693, 3.012], [0.883, -3.362, -2.066], [0.335, 0.446, 0.003], [-0.004, -0.317, -0.104], [-0.156, -0.175, -1.176], [-0.333, -0.225, -0.187], [2.982, -1.291, 3.387], [-0.024, -0.161, 2.410], [-7.664, 2.790, -5.470], [3.862, -0.997, -0.288], [0.346, 0.067, 0.083], [-0.813, 0.308, 0.319], [0.558, -0.496, 0.540], [0.724, -0.070, -0.834], [3.593, -1.755, -0.809], [0.318, 0.244, -0.566], [0.261, -0.971, 3.716], [-3.646, 2.191, -2.126], [0.232, -0.443, 0.379], [-0.326, 0.215, -0.104], [0.138, -0.346, 0.173], [-0.324, 0.596, -0.467], [-2.104, 1.891, -0.737], [1.887, -5.408, -0.857], [-2.374, 3.247, -4.490], [2.389, -0.122, 4.933], [0.068, 0.142, -0.150], [0.141, 0.237, 0.460], [0.042, -0.223, 0.171], [0.202, 0.783, 0.713], [-0.438, 0.546, 0.651], [-1.456, 0.240, 1.560], [0.400, 0.381, -1.359], [-0.554, -2.075, -0.805], [0.919, 0.741, 0.313], [0.145, -0.416, -1.446], [0.744, -0.056, 1.843], [0.507, -1.326, -1.683], [-1.026, 0.520, 0.487], [-0.052, -0.028, 0.024], [0.518, -0.463, -0.019], [0.257, 0.209, -0.379], [-0.325, 0.214, -0.368], [0.615, -0.387, 0.106], [0.207, 0.462, 0.214], [0.277, 0.251, 0.052], [-0.346, 0.056, -0.091], [0.136, 0.006, -0.029], [-0.180, 0.451, 0.281], [-0.604, -0.315, -0.426], [0.318, 0.313, 0.244], [-0.069, -0.254, 0.830], [-0.066, 0.268, -0.043], [0.370, 0.504, -0.055], [0.077, -0.141, -0.983], [0.682, 0.412, 0.303], [0.212, 1.750, -0.904], [-1.007, 0.128, -0.070], [1.657, -0.465, -0.038], [-1.176, 0.862, -0.487], [0.511, 1.113, -0.167], [-1.037, -1.943, 0.603], [1.138, 0.229, 1.771], [-0.079, -0.039, 0.129], [-0.441, -0.644, 0.322], [0.000, 0.200, 0.322], [0.099, -0.237, 0.138], [0.475, -0.347, 0.165], [-0.067, -0.480, -0.218], [-0.239, 0.216, 0.617], [-0.231, 0.015, 0.202], [0.010, -0.969, -0.802], [-0.654, 0.630, 0.363], [-1.053, -0.270, -0.548], [0.615, 0.081, 0.520], [0.144, 0.243, -1.214], [-0.075, -0.311, -0.038], [-0.045, 0.072, -0.160], [-0.219, 0.862, -0.654], [0.170, 0.635, 0.299], [-0.867, 0.009, 0.137], [-0.411, -0.589, -0.987], [2.910, 0.306, 0.541], [-1.460, -0.020, -0.669], [1.086, -2.731, 0.783], [-0.630, 1.716, -0.210], [2.254, -1.231, -0.307], [0.152, -0.328, 0.359], [0.004, -0.651, 0.222], [-0.067, 0.346, -0.133], [0.258, -0.061, -0.628], [0.069, 0.425, 0.970], [-0.065, 0.036, 0.003], [-0.071, -0.265, 0.692], [-1.187, 0.474, -0.660], [0.559, 0.513, 0.052], [-0.998, -0.116, -0.274], [-0.141, 0.176, -0.209], [0.138, 0.412, 0.503], [-0.477, 0.217, 0.507], [0.126, 0.136, 0.060], [-0.843, -0.160, -0.261], [0.034, 0.561, 0.348], [1.547, -1.660, 0.886], [0.179, 0.015, 0.464], [-0.561, -1.643, -2.470], [0.708, 0.727, 0.975], [-1.824, 0.587, 0.224], [0.083, 0.149, -0.133], [-0.330, 0.016, -0.285], [0.264, -0.142, -0.194], [0.302, 0.173, -0.814], [-0.613, 0.382, -0.076], [0.369, -0.470, 0.200], [0.052, 0.321, 0.011], [0.272, 0.671, 0.457], [-0.135, -0.016, -0.053], [-0.429, 0.400, 0.025], [-0.319, -0.280, 0.546], [-0.359, -0.669, 0.026], [0.045, -0.747, -0.799], [-1.724, 0.151, 1.206], [1.453, -0.015, -0.589], [-1.972, -0.025, -1.173], [0.158, 0.984, 0.308], [0.117, -0.160, 0.051], [-0.041, 0.352, 0.086], [0.445, -0.138, 0.388], [-0.075, -0.452, 0.259], [0.215, 0.631, 0.058], [0.187, -0.804, -0.074], [0.948, 0.508, 0.204], [-0.002, 0.284, 0.393], [0.399, -0.329, -0.264], [0.318, 0.134, 0.373], [0.021, -0.083, -0.675], [0.646, 0.575, -0.356], [-2.638, -2.016, -0.704], [1.279, 0.301, 1.176], [-0.152, -0.273, -0.371], [-1.194, -0.629, 0.223], [0.756, 0.461, 0.191], [0.262, -0.374, -0.319], [0.131, -0.091, 0.055], [-0.252, 0.715, -0.235], [0.502, 0.375, 0.143], [0.048, 0.526, 0.440], [-0.325, 0.107, 0.001], [0.635, -0.258, -0.140], [-0.307, 0.083, 0.263], [0.445, 0.251, -0.318], [-0.413, 0.245, -0.029], [0.439, 0.152, 0.063], [-0.143, 1.426, -0.204], [-0.351, -1.315, -0.848], [0.797, 0.249, -0.102], [0.986, -0.023, 0.469], [-1.033, -0.275, 0.293], [-0.718, 0.025, -0.396], [0.076, 0.099, 0.161], [0.302, 0.113, 0.266], [-0.097, -0.444, -0.356], [-0.339, -0.141, 0.305], [-0.056, 0.025, 0.878], [0.425, 0.499, -0.403], [-0.222, 0.084, -0.192], [0.391, -0.173, -0.525], [0.357, -0.179, -0.080], [-0.762, -0.017, -0.348], [0.289, 0.267, 1.061], [0.063, -0.636, 0.834], [0.029, 0.498, 0.306], [1.017, 0.419, 0.813], [1.094, 1.388, -1.475], [-0.905, -1.612, 0.599], [0.938, -1.771, -0.119], [0.066, -0.095, 0.243], [-0.231, 0.077, 0.174], [-0.452, 0.154, -0.530], [-0.600, 0.073, -0.644], [0.163, -0.510, -0.469], [-0.172, 1.045, 0.121], [0.353, 0.229, 0.117], [-0.319, 0.190, -0.170], [-0.525, -0.288, 0.080], [-0.023, 0.176, 0.052], [-0.257, 0.458, -0.139], [1.169, -0.215, -0.115], [-1.355, -0.666, -0.146], [-1.989, -0.029, 0.720], [0.516, 0.068, -0.437], [-0.108, 0.318, 1.485], [-0.788, 0.774, -1.529], [0.866, -0.072, -0.328], [0.104, 1.017, 0.601], [-0.243, -0.592, -0.004], [0.750, 0.176, 0.364], [0.080, -0.136, -0.116], [0.138, -0.258, -0.054], [0.096, -0.022, -0.166], [0.052, -0.027, -0.298], [0.143, 0.038, -0.805], [-0.244, -0.402, 0.379], [0.740, -0.091, 0.260], [-0.885, -0.835, 0.086], [1.083, -0.082, -0.250], [-0.323, -0.374, 1.021], [0.790, 0.012, -0.828], [-1.039, 0.199, 1.118], [1.224, 0.337, -0.528], [0.406, 0.434, -0.073], [-0.025, 0.076, -0.628], [-0.237, 0.167, 0.214], [-0.390, -0.317, -0.253], [0.321, -0.122, 0.313], [-0.113, 0.652, 0.154], [0.069, 0.432, -0.442], [0.263, 0.142, 0.600], [-0.225, -0.135, -0.317], [-0.024, -0.530, -0.249], [-0.598, 0.091, -0.007], [-0.471, 1.858, -1.018], [-0.259, 0.761, 1.742], [-0.898, -1.350, -0.110], [0.611, 0.110, 0.481], [-0.571, -1.365, 0.315], [0.851, -0.238, -0.194], [-0.291, -0.195, -0.383], [0.412, -0.408, 0.261], [0.488, 0.072, -0.179], [-0.170, -0.023, 0.025], [0.696, -0.119, 0.267], [-0.160, -0.214, -0.822], [-0.037, 0.866, 0.644], [0.447, 0.375, -0.706], [-0.690, -0.001, -0.108], [0.390, 0.048, -0.407], [-0.343, 0.071, 0.315], [-0.841, 1.051, -0.340], [-1.102, -1.080, 0.083], [0.673, -2.348, -2.181], [-2.823, 0.900, 0.704], [1.265, 0.903, 0.068], [0.141, -0.025, 0.333], [-0.496, -0.491, 0.322], [-0.250, 0.090, 0.221], [0.431, 0.408, 0.704], [0.059, 0.029, -1.264], [0.391, 0.222, 0.641], [0.576, -0.624, -0.353], [-0.138, 0.031, 0.087], [1.087, -0.166, -0.381], [0.320, 0.699, 0.388], [0.061, -0.144, 0.642], [0.712, -0.092, 0.537], [0.508, 0.991, -1.087], [-0.045, -1.021, 0.968], [0.742, 0.804, -0.305], [-0.636, -0.386, 0.192], [1.713, 0.118, -0.119], [-2.023, 0.188, 0.052], [0.279, -0.110, -0.403], [0.817, -0.549, -0.065], [-0.221, -0.009, 0.188], [0.371, 0.925, -0.463], [-0.287, -0.131, 0.530], [0.091, -0.448, -0.128], [0.230, 0.071, 0.013], [-0.634, -0.338, -0.164], [-0.865, -0.017, 0.224], [-0.267, -0.288, 0.463], [0.212, 0.194, -0.053], [1.232, -0.112, -1.724], [-0.483, -0.657, -1.439], [-2.047, -0.508, 1.625], [0.984, 0.674, -1.319], [0.426, -0.944, -0.070], [-0.027, 1.955, 2.238], [0.486, -0.268, -0.032], [-0.213, 0.298, 0.733], [-0.046, 0.134, 0.284], [0.137, -0.246, -0.449], [-0.010, -0.128, 0.326], [-0.070, 0.409, 0.235], [-0.696, -0.084, -0.409], [-0.278, 0.099, 0.841], [-0.253, -0.100, 0.094], [0.223, 0.402, -0.234], [0.614, -0.584, -0.410], [0.100, -2.096, -0.483], [-1.138, -1.493, 1.031], [1.211, 1.112, -1.164], [0.107, -0.824, 0.997], [-0.047, 0.454, 0.000], [0.997, 1.476, -0.124], [-0.474, -0.450, 0.297], [-0.042, 0.312, -0.090], [0.079, 0.818, 0.086], [-0.608, -0.780, -0.155], [-0.125, 0.271, 0.185], [-0.124, -0.022, -0.275], [0.542, -0.234, 0.822], [-0.305, 0.003, -0.303], [0.279, -0.341, -0.720], [-0.785, 0.553, 0.795], [0.342, 1.219, -0.932], [-0.672, -0.787, -1.186], [-0.500, -1.833, 2.372], [0.566, 0.291, 0.954], [0.301, 0.613, 0.481], [-0.963, -1.596, 0.795], [0.690, 0.807, -1.116], [0.189, -0.155, -0.121], [0.506, 0.198, 0.168], [-0.184, 0.436, -0.145], [-0.036, -0.562, -0.096], [0.066, 0.306, -0.393], [-0.027, 0.471, -0.482], [0.655, 0.399, -0.556], [-0.008, -0.438, 0.148], [-0.360, -0.086, -0.586], [0.082, 0.823, 0.210], [-0.164, 0.457, -0.809]], "mulliken_charge": [0.293, -0.432, -0.459, -0.328, 0.089, 0.228, 0.060, 0.188, 0.703, -0.513, -0.338, 0.635, -0.057, 0.229, -0.308, -0.289, 0.742, -0.666, -0.297, -0.388, 0.207, 0.030, 0.269, 0.171, 0.589, -0.783, -0.286, 0.683, 0.241, 0.181, 0.051, -0.193, 0.488, -0.492, 0.841, -0.227, 0.245, -1.218, 0.363, 0.202, -0.168, -0.054, -0.012, -0.523, -0.442, -0.199, -1.106, -0.317, -1.027, -0.446, 0.440, 0.256, -0.467, 0.337, 0.808, -0.023, 0.293, 0.402, 0.210, 0.447, 0.410, 0.339, 0.391, 0.297, 0.420, 0.694, 0.674, 0.169, 1.046, 0.023, -0.401, 0.676, -0.403, 0.032, -0.661, -0.293, -0.727, 0.122, -0.624, -0.148, -0.568, 0.019, -0.367, 0.143, -0.152, -0.094, -0.099, 0.274, -0.826, -0.400, -0.283, -0.498, -0.173, 0.444, -0.568, -0.399, -0.821, 0.302, 0.274, 0.316, 0.364, 0.020, 0.097, 0.462, 0.388, -0.236, -0.132, 0.486, 0.170, 0.329, 0.252, 0.327, -1.128, 0.228, 0.925, -0.424, -0.323, -0.617, 0.361, 0.416, -0.049, 0.251, 0.187, -0.775, 0.389, -0.055, 0.222, 0.516, 0.162, -1.525, 0.295, 0.813, -0.588, -0.458, 0.398, -0.060, 0.512, 0.529, 0.360, 0.194, -0.676, 0.232, 0.019, 0.360, -0.358, 0.244, -1.459, 0.419, -0.717, 0.207, 0.295, -0.760, 0.507, 0.259, 0.266, 0.251, 0.234, 0.200, -0.255, 0.658, -0.766, 0.303, 0.355, -0.419, 2.801, -1.879, -0.036, 1.121, -0.596, -0.010, -0.741, 0.285, -1.040, 0.200, 0.403, -0.447, -0.079, -0.383, 0.459, 0.349, -1.316, 0.130, 0.171, -0.501, -0.247, -0.359, 0.396, 0.031, 0.474, 0.241, 0.392, -0.261, 0.142, 0.487, -0.099, 0.010, 0.338, -1.088, -0.080, 1.766, -0.633, 0.478, -0.401, -0.028, 0.503, 0.097, 0.442, -0.334, -1.037, -0.114, 0.004, 0.090, 0.256, 0.047, -1.610, 1.315, 1.403, -0.701, -0.459, 1.174, 0.727, 0.346, -0.460, -0.569, -0.610, -0.084, 0.412, -0.056, 0.090, -0.786, -0.104, -1.560, 1.959, -0.807, -0.491, -0.223, -0.631, 0.347, 0.599, 0.125, -1.117, 0.410, 0.401, 0.322, 0.372, -0.197, 0.070, 0.381, -0.989, 3.233, -1.712, 0.451, -0.742, -0.938, 0.140, 0.281, 0.002, -1.523, 0.392, 0.333, 0.385, 0.514, -0.186, 0.026, 0.560, -0.805, 0.903, -0.949, -0.199, -0.692, -0.695, 0.485, -0.209, 0.168, -0.011, 0.455, 0.209, 0.243, 0.460, 0.078, 0.237, 0.244, -1.150, 1.020, -0.612, -0.349, -0.648, -0.801, -0.011, 0.341, 0.393, -0.154, 0.148, 0.361, -0.170, 0.278, 0.410, 0.271, 0.264, -0.945, 0.670, 0.222, -0.434, -0.753, -0.715, -0.225, 0.618, 0.159, 0.146, 0.695, -0.791, 0.316, 0.218, 0.263, 0.265, 0.396, -1.508, -0.077, -0.331, -0.756, 0.161, -0.452, 0.365, 0.389, 0.140, 0.706, 0.388, -0.032, -0.576, -0.167, 0.957, 0.311, 0.145]}